Record 1
Here is 2 unconnected molecules or ions with the total composition C4H13N2S from OMol25. Energies are from ωB97M-V/def2-TZVPD.

## Properties
Frontier orbital gap (eV): 6.911
Net charge: -1
2S+1: 1
Total energy (eV): -18175.296

Each line ends with the natural charge from an NBO analysis.
Positions of all 20 atoms, in Å:
C: 2.298 -1.600 1.316  -0.622
C: 2.322 -0.217 1.950  -0.210
N: 2.464 0.845 0.955  -0.876
H: 3.298 -1.831 0.941  0.185
H: 1.976 -2.380 2.005  0.190
H: 1.578 -1.569 0.497  0.244
H: 1.380 -0.059 2.501  0.169
H: 3.131 -0.154 2.686  0.154
H: 1.617 0.898 0.375  0.404
H: 2.517 1.724 1.462  0.332
C: -2.414 0.568 -2.163  -0.224
C: -1.709 1.152 -0.935  -0.537
S: -0.664 -0.043 -0.055  -0.730
N: -3.175 -0.658 -1.890  -0.857
H: -1.667 0.293 -2.910  0.176
H: -3.095 1.317 -2.579  0.155
H: -2.481 1.526 -0.250  0.164
H: -1.095 1.995 -1.275  0.177
H: -3.792 -0.491 -1.095  0.332
H: -2.487 -1.314 -1.536  0.375

Record 2
Here is 2 unconnected molecules or ions with the total composition C4H13N2S from OMol25. Energies are from ωB97M-V/def2-TZVPD.

## Properties
Frontier orbital gap (eV): 8.759
Net charge: +1
2S+1: 1
Total energy (eV): -18166.902

Each line ends with the natural charge from an NBO analysis.
Positions of all 20 atoms, in Å:
C: -0.021 -0.902 -2.000  0.068
C: 0.193 0.411 -2.184  -0.243
N: -0.439 1.387 -1.268  -0.672
N: 0.758 -1.886 -2.511  -0.760
H: -0.868 -1.237 -1.413  0.213
H: 0.868 0.847 -2.898  0.230
H: -0.687 2.246 -1.763  0.443
H: -1.276 1.006 -0.825  0.448
H: 0.214 1.654 -0.524  0.442
H: 1.595 -1.582 -2.981  0.399
H: 0.821 -2.767 -2.032  0.417
C: 0.999 0.136 3.038  -0.730
S: -0.413 1.216 2.640  0.198
C: -1.255 0.079 1.515  -0.762
H: 1.633 0.040 2.163  0.207
H: 0.608 -0.830 3.350  0.224
H: 1.538 0.587 3.865  0.250
H: -2.053 0.640 1.028  0.208
H: -0.527 -0.264 0.779  0.179
H: -1.688 -0.781 2.022  0.242

Record 3
Here is a gas-phase ion, C4H13N2Si (charge +1) at a distorted geometry from OMol25. Energies are from ωB97M-V/def2-TZVPD.

## Properties
Frontier orbital gap (eV): 8.818
Net charge: +1
SMILES: CN[C@@H]([SiH3])/C=[NH+]/C
2S+1: 1
Total energy (eV): -15207.714

Each line ends with the natural charge from an NBO analysis.
Positions of all 20 atoms, in Å:
C: 1.170 2.690 0.325  -0.394
N: 0.941 1.251 0.661  -0.644
C: 0.508 0.336 -0.356  -0.362
Si: 1.967 -1.184 -0.243  0.861
C: -0.660 -0.471 -0.490  0.206
N: -1.517 -0.897 0.414  -0.489
C: -2.605 -1.785 0.079  -0.428
H: 1.559 3.158 1.173  0.218
H: 1.811 2.823 -0.481  0.207
H: 0.205 3.166 0.160  0.185
H: 0.503 1.360 1.544  0.388
H: 0.704 0.712 -1.333  0.264
H: 1.689 -2.423 -1.030  -0.141
H: 1.920 -1.124 1.238  -0.104
H: 2.990 -0.749 -1.132  -0.123
H: -0.853 -0.898 -1.429  0.225
H: -1.443 -0.684 1.483  0.438
H: -2.340 -2.794 0.413  0.224
H: -2.820 -1.844 -0.936  0.228
H: -3.504 -1.598 0.752  0.243

Record 4
Here is a gas-phase ion, C4H13N3 (charge -1) at a distorted geometry from OMol25. Energies are from ωB97M-V/def2-TZVPD.

## Properties
Frontier orbital gap (spin up / spin down) (eV): 2.641 / 8.556
Net charge: -1
Expectation value of S²: 0.750
2S+1: 2
Total energy (eV): -8825.458

Each line ends with the natural charge from an NBO analysis.
Positions of all 20 atoms, in Å:
C: -0.070 0.793 -0.251  -0.604
C: 1.292 0.137 -0.238  -0.492
C: 1.383 -1.194 -1.054  -0.267
N: 2.798 -1.814 -1.236  -0.872
N: -1.148 0.058 0.381  -0.701
C: -1.946 0.454 1.423  -0.214
N: -3.085 1.369 1.152  -0.953
H: -0.389 0.829 -1.420  0.124
H: 0.024 1.819 0.062  0.189
H: 1.535 -0.276 0.814  0.178
H: 2.066 0.946 -0.398  0.201
H: 1.186 -0.912 -2.113  0.187
H: 0.720 -1.965 -0.598  0.188
H: 2.999 -2.711 -1.058  0.344
H: 3.398 -1.219 -0.716  0.343
H: -1.443 -0.582 -0.389  0.360
H: -2.154 -0.530 1.858  0.166
H: -1.183 1.054 2.069  0.150
H: -3.315 1.497 0.178  0.356
H: -2.667 2.247 1.534  0.317

Record 5
Here is 2 unconnected molecules or ions with the total composition C4H13N3 from OMol25. Energies are from ωB97M-V/def2-TZVPD.

## Properties
Frontier orbital gap (eV): 9.659
SMILES: [H]/N=C(/C)NC.CN
2S+1: 1
Total energy (eV): -8828.746

Each line ends with the natural charge from an NBO analysis.
Positions of all 20 atoms, in Å:
H: -0.549 3.078 1.828  0.321
N: -0.917 2.160 2.069  -0.731
C: -0.318 1.187 1.516  0.453
C: -0.804 -0.198 1.829  -0.676
N: 0.696 1.314 0.606  -0.623
C: 1.658 0.302 0.244  -0.410
H: -0.981 -0.761 0.927  0.209
H: -0.077 -0.727 2.449  0.223
H: -1.728 -0.109 2.385  0.248
H: 1.023 2.263 0.470  0.380
H: 2.558 0.354 0.866  0.178
H: 1.938 0.427 -0.804  0.223
H: 1.217 -0.684 0.359  0.203
C: -0.558 -1.796 -2.030  -0.409
N: -0.167 -0.404 -2.172  -0.843
H: -0.043 -2.379 -2.793  0.193
H: -1.639 -1.972 -2.128  0.168
H: -0.232 -2.160 -1.049  0.183
H: -0.433 -0.066 -3.090  0.354
H: -0.644 0.171 -1.482  0.358

Record 6
Here is a single C4H13N3 molecule from OMol25. Energies are from ωB97M-V/def2-TZVPD.

## Properties
Frontier orbital gap (eV): 9.592
SMILES: CNCCNCN
2S+1: 1
Total energy (eV): -8828.382

Each line ends with the natural charge from an NBO analysis.
Positions of all 20 atoms, in Å:
C: -1.067 -2.965 -0.067  -0.412
N: -0.354 -1.835 0.486  -0.624
C: 0.568 -1.203 -0.445  -0.225
C: 0.941 0.201 -0.025  -0.235
N: 0.167 1.204 -0.733  -0.631
C: 0.381 2.561 -0.271  -0.052
N: -0.207 2.927 1.014  -0.885
H: -1.803 -2.726 -0.830  0.163
H: -0.375 -3.628 -0.604  0.192
H: -1.547 -3.533 0.739  0.200
H: -0.984 -1.142 0.878  0.348
H: 0.173 -1.171 -1.473  0.169
H: 1.443 -1.857 -0.550  0.188
H: 0.873 0.307 1.075  0.169
H: 2.005 0.364 -0.214  0.193
H: -0.821 0.988 -0.718  0.345
H: 1.455 2.733 -0.174  0.181
H: -0.051 3.219 -1.015  0.179
H: -1.194 2.744 1.123  0.365
H: 0.397 2.812 1.804  0.371

Record 7
Here is a single C4H13N3 molecule at a distorted geometry from OMol25. Energies are from ωB97M-V/def2-TZVPD.

## Properties
Frontier orbital gap (eV): 9.758
SMILES: C[C@@H](CN)NCN
2S+1: 1
Total energy (eV): -8827.312

Each line ends with the natural charge from an NBO analysis.
Positions of all 20 atoms, in Å:
C: 1.103 0.160 -1.452  -0.658
C: 0.359 0.386 -0.108  -0.084
C: -0.378 1.737 0.037  -0.204
N: 0.355 2.980 -0.202  -0.859
N: -0.695 -0.600 0.114  -0.640
C: -0.059 -1.696 0.775  -0.052
N: -0.850 -2.910 0.987  -0.820
H: 2.222 0.302 -1.262  0.234
H: 0.589 0.527 -2.328  0.220
H: 1.035 -1.010 -1.686  0.203
H: 1.173 0.489 0.748  0.192
H: -1.226 1.836 -0.757  0.180
H: -0.758 1.889 1.090  0.203
H: 1.166 3.068 0.572  0.349
H: 0.697 3.109 -1.193  0.364
H: -0.990 -0.936 -0.806  0.347
H: 0.994 -1.790 0.438  0.161
H: 0.162 -1.361 1.852  0.167
H: -1.185 -3.339 0.127  0.342
H: -1.702 -2.594 1.395  0.355

Record 8
Here is a gas-phase ion, C4H13N3 (charge +1) at a distorted geometry from OMol25. Energies are from ωB97M-V/def2-TZVPD.

## Properties
Frontier orbital gap (spin up / spin down) (eV): 10.055 / 4.597
Net charge: +1
Expectation value of S²: 0.756
2S+1: 2
Total energy (eV): -8819.738

Each line ends with the natural charge from an NBO analysis.
Positions of all 20 atoms, in Å:
N: 0.327 1.039 -1.515  -0.415
C: -0.381 0.490 -0.375  -0.084
C: 0.781 -0.253 0.346  -0.403
C: 1.337 -1.497 -0.352  -0.232
N: 0.834 -2.687 0.281  -0.804
C: -0.943 1.649 0.474  -0.246
N: -2.166 1.189 1.108  -0.778
H: -0.180 0.903 -2.385  0.409
H: 1.099 1.691 -1.585  0.424
H: -1.150 -0.210 -0.713  0.257
H: 0.360 -0.670 1.310  0.249
H: 1.572 0.417 0.610  0.227
H: 1.182 -1.512 -1.428  0.173
H: 2.437 -1.429 -0.216  0.217
H: -0.165 -2.832 0.263  0.369
H: 1.324 -3.538 0.048  0.391
H: -0.349 2.237 1.200  0.234
H: -1.082 2.507 -0.183  0.219
H: -1.970 0.604 1.906  0.386
H: -2.869 1.902 1.209  0.405

Record 9
Here is a molecular structure, C4H13N3 at a distorted geometry from OMol25. Energies are from ωB97M-V/def2-TZVPD.

## Properties
Frontier orbital gap (eV): 10.671
Net charge: +2
2S+1: 1
Total energy (eV): -8810.853

Each line ends with the natural charge from an NBO analysis.
Positions of all 20 atoms, in Å:
C: -0.540 1.110 1.692  -0.198
C: 0.402 1.275 0.487  -0.525
C: -0.123 0.912 -0.833  -0.015
N: 0.181 -1.184 -3.191  -0.716
C: 0.298 -1.739 -1.995  0.370
N: 0.078 -1.057 -0.889  -0.656
N: -0.174 0.135 2.843  -0.694
H: -0.696 2.040 2.227  0.265
H: -1.476 0.679 1.341  0.233
H: 1.362 0.804 0.697  0.270
H: 0.584 2.360 0.394  0.306
H: 0.645 0.966 -1.604  0.232
H: -1.139 0.959 -1.197  0.259
H: 0.244 -1.785 -4.001  0.457
H: 0.217 -0.180 -3.175  0.411
H: 0.473 -2.814 -1.919  0.239
H: 0.055 -1.733 -0.135  0.400
H: 0.383 -0.630 2.434  0.431
H: 0.268 0.246 3.766  0.479
H: -1.042 -0.366 3.058  0.453

Record 10
Here is a gas-phase ion, C4H13N3 (charge +2) at a distorted geometry from OMol25. Energies are from ωB97M-V/def2-TZVPD.

## Properties
Frontier orbital gap (eV): 10.748
Net charge: +2
SMILES: CN/C(C[NH3+])=[NH+]\C
2S+1: 1
Total energy (eV): -8810.630

Each line ends with the natural charge from an NBO analysis.
Positions of all 20 atoms, in Å:
C: -0.475 2.151 0.650  -0.478
N: 0.339 1.208 -0.163  -0.535
C: 0.309 -0.111 0.017  0.573
C: -1.247 -0.796 0.497  -0.284
N: -2.080 -1.399 -0.542  -0.685
N: 1.304 -0.910 -0.270  -0.510
C: 2.635 -0.375 -0.493  -0.453
H: -0.485 1.948 1.741  0.236
H: -0.186 3.267 0.528  0.294
H: -1.532 2.204 0.400  0.231
H: 1.198 1.522 -0.529  0.434
H: -1.056 -1.513 1.222  0.258
H: -1.676 -0.059 1.153  0.275
H: -1.868 -2.346 -0.787  0.466
H: -2.151 -0.916 -1.453  0.470
H: -3.012 -1.235 -0.024  0.494
H: 1.160 -1.980 -0.271  0.458
H: 2.852 0.446 0.297  0.243
H: 2.610 0.085 -1.503  0.235
H: 3.361 -1.191 -0.470  0.277

Record 11
Here is 2 unconnected molecules or ions with the total composition C4H13N3 at a distorted geometry from OMol25. Energies are from ωB97M-V/def2-TZVPD.

## Properties
Frontier orbital gap (spin up / spin down) (eV): 9.786 / 6.227
Net charge: +3
Expectation value of S²: 0.888
2S+1: 2
Total energy (eV): -8791.898

Each line ends with the natural charge from an NBO analysis.
Positions of all 20 atoms, in Å:
C: 1.078 -0.191 0.588  0.027
C: 0.222 0.995 0.330  -0.605
C: -0.987 0.159 -0.025  0.321
C: -1.482 -0.877 0.811  0.111
N: -2.215 -1.873 0.348  -0.556
N: -1.895 0.765 -1.062  -0.721
N: 3.386 0.366 -0.340  -0.803
H: 1.281 -0.750 -0.325  0.243
H: 1.400 -0.673 1.506  0.277
H: 0.638 1.684 -0.393  0.329
H: -0.052 1.683 1.152  0.330
H: -1.103 -0.863 1.842  0.304
H: -3.084 -2.017 -0.188  0.497
H: -2.082 -2.759 0.854  0.478
H: -2.419 0.051 -1.581  0.484
H: -2.455 1.473 -0.543  0.500
H: -1.404 1.362 -1.745  0.491
H: 4.052 0.115 0.399  0.437
H: 3.508 1.386 -0.373  0.421
H: 3.612 -0.035 -1.253  0.436

Record 12
Here is a single C4H13N3O molecule at a distorted geometry from OMol25. Energies are from ωB97M-V/def2-TZVPD.

## Properties
Frontier orbital gap (eV): 9.076
SMILES: NCN[C@@H](CN)CO
2S+1: 1
Total energy (eV): -10873.647

Each line ends with the natural charge from an NBO analysis.
Positions of all 21 atoms, in Å:
N: 1.042 2.858 1.028  -0.874
C: 0.575 2.230 -0.179  -0.037
N: -0.306 1.138 0.103  -0.667
C: 0.300 -0.230 -0.051  -0.094
C: 0.177 -1.175 1.103  -0.238
N: -0.780 -2.257 1.052  -0.834
C: -0.581 -0.550 -1.333  -0.055
O: -0.370 -1.837 -1.875  -0.746
H: 0.441 3.475 1.497  0.369
H: 1.525 2.185 1.670  0.363
H: 1.410 1.937 -0.799  0.187
H: -0.135 2.955 -0.924  0.170
H: -0.840 1.161 0.943  0.376
H: 1.407 -0.216 -0.474  0.194
H: -0.157 -0.592 2.116  0.163
H: 1.151 -1.468 1.427  0.202
H: -1.252 -2.371 0.196  0.332
H: -0.489 -3.218 1.247  0.370
H: -1.696 -0.560 -1.105  0.171
H: -0.158 0.173 -2.009  0.194
H: -0.762 -2.591 -1.297  0.452

Record order is preserved below.
Energy above the lowest of the compared OMol25 structures with the same formula, charge and spin: 5.3 36.7 82.5 50.5 15.4 23.8 48.4 29.2 62.8 68.0 98.5 93.0 kcal/mol